A cluster of 7 separate species, C32H33N7 in total, computed with ωB97M-V/def2-TZVPD.

```
72
Properties=species:S:1:pos:R:3:forces:R:3:lowdin_charge:R:1
C 2.5294 -1.5006 -0.3681 0.28 0.51 -0.90 -0.09
C 1.7780 -2.6068 -0.7175 -0.68 -0.51 0.09 -0.09
C 0.9357 -2.5166 -1.8236 -0.06 0.37 0.35 -0.16
N 0.7859 -1.4140 -2.5632 0.11 -0.20 -0.71 0.06
C 1.6077 -0.3886 -2.3703 0.97 -0.77 2.57 -0.12
C 2.5133 -0.4107 -1.2587 -0.58 -0.49 -0.26 -0.06
H 3.1598 -1.5041 0.5247 -0.14 0.08 -0.35 0.11
H 1.7448 -3.5336 -0.1287 0.21 0.49 -0.20 0.10
H 0.2923 -3.3565 -2.0655 -0.01 0.08 -0.10 0.10
H 1.5223 0.4993 -2.9707 -0.05 0.10 -0.36 0.08
H 3.2038 0.3930 -1.0671 -0.10 0.40 -0.09 0.07
C 3.2014 4.5250 2.6196 0.38 1.39 0.33 -0.08
C 3.8431 3.3763 2.2021 0.83 -0.67 -0.26 -0.07
C 5.2703 3.3787 2.0911 -1.78 0.07 -0.04 -0.15
N 5.9721 4.4411 2.4073 1.18 -1.17 0.07 0.05
C 5.3423 5.4761 2.8862 0.75 2.69 0.39 -0.20
C 3.9916 5.6549 2.9277 -0.96 -1.09 0.28 -0.07
H 2.1384 4.6711 2.7906 -0.03 -0.67 -0.38 0.11
H 3.2891 2.4689 1.9570 0.12 0.24 0.10 0.09
H 5.8474 2.5213 1.7604 -0.30 -0.11 -0.11 0.10
H 5.9771 6.3072 3.2419 -0.20 -0.41 -0.31 0.11
H 3.5740 6.5912 3.2923 -0.02 -0.29 -0.10 0.11
C 3.0145 4.8063 -1.2528 0.33 -0.52 0.20 -0.08
C 3.8937 3.7492 -1.4873 -0.30 0.13 -0.08 -0.07
C 3.6347 2.8970 -2.5557 -1.15 0.43 -0.51 -0.15
N 2.5380 3.0149 -3.3552 -0.18 1.03 1.01 0.06
C 1.6832 4.0618 -3.1074 1.92 -1.01 0.18 -0.13
C 1.9396 4.9981 -2.0995 -0.48 -0.43 -0.24 -0.08
H 3.1353 5.4040 -0.3557 0.12 0.22 -0.23 0.10
H 4.7437 3.5923 -0.8307 -0.08 -0.05 -0.14 0.09
H 4.2993 2.0643 -2.7699 -0.10 0.07 -0.09 0.10
H 0.8085 4.1156 -3.7444 0.06 0.06 -0.01 0.10
H 1.2685 5.8265 -1.9305 -0.16 0.03 -0.05 0.10
C -0.9164 -3.2791 2.2865 -0.10 -0.23 0.79 -0.09
C -1.9843 -2.4558 2.6182 -1.53 -0.13 0.45 -0.08
C -3.1534 -3.0588 3.1627 0.66 -1.36 -0.43 -0.12
N -3.2722 -4.4221 3.3264 -0.19 1.80 0.29 0.04
C -2.2135 -5.1848 3.1023 0.63 1.63 -1.08 -0.16
C -1.0199 -4.6348 2.5967 0.11 0.08 -0.23 -0.08
H 0.0213 -2.8601 1.8951 -0.54 -0.23 0.05 0.10
H -1.9534 -1.3824 2.4226 -0.02 -0.30 0.07 0.07
H -4.0679 -2.5103 3.4489 0.77 -0.05 -0.30 0.10
H -2.3663 -6.2335 3.2019 0.15 -0.71 0.27 0.09
H -0.1419 -5.2245 2.3954 -0.02 -0.52 0.05 0.09
C -2.4503 -2.7333 -1.1526 -0.60 -1.04 -0.52 -0.08
C -2.7068 -4.1232 -1.2387 0.80 1.16 1.12 -0.08
C -3.1716 -4.6477 -2.4251 0.19 0.05 0.84 -0.19
N -3.3899 -3.9119 -3.4773 0.06 0.99 -1.95 0.05
C -3.0771 -2.6080 -3.4775 0.20 -0.68 0.98 -0.12
C -2.6343 -1.9755 -2.3108 -0.04 -0.20 0.09 -0.07
H -2.1348 -2.3002 -0.2015 0.02 0.01 -0.39 0.08
H -2.4638 -4.7372 -0.3679 -0.26 -0.02 -0.30 0.10
H -3.3461 -5.6939 -2.5512 -0.22 -0.63 0.13 0.10
H -3.1225 -2.1151 -4.4439 -0.23 0.17 0.23 0.10
H -2.4193 -0.9209 -2.2898 0.09 0.18 -0.15 0.08
C -0.9891 2.5054 -0.8641 -0.62 -1.45 0.03 -0.06
C -2.1547 1.7341 -0.9195 0.19 -0.27 0.17 -0.06
C -2.3457 0.7078 0.0253 -0.63 0.34 0.09 -0.17
N -1.4327 0.3706 0.9132 1.22 0.46 -0.17 0.05
C -0.2599 1.0644 0.9024 -1.76 -0.17 0.48 -0.14
C -0.0356 2.1759 0.1149 0.09 0.03 -0.52 -0.07
H -0.8309 3.2060 -1.6669 0.25 0.47 0.25 0.09
H -2.9100 1.8553 -1.6968 0.22 0.26 0.25 0.11
H -3.2994 0.1757 0.1663 0.37 0.28 -0.61 0.07
H 0.3654 0.7215 1.7014 0.87 0.16 0.04 0.09
H 0.8890 2.7374 0.2108 -0.06 -0.06 -0.08 0.09
C -5.8729 -3.4766 0.7788 0.57 0.72 0.81 -0.05
C -5.6076 -2.0431 0.7598 0.54 0.68 -0.33 -0.27
N -5.2962 -0.9340 0.7375 -0.34 -0.50 0.08 0.14
H -4.9177 -3.9760 0.6358 -0.04 -0.19 -0.12 0.06
H -6.5764 -3.7278 0.0135 -0.44 -0.33 -0.30 0.08
H -6.2202 -3.6859 1.7889 -0.25 -0.43 -0.13 0.09
```
Positions in Å, forces in eV/Å.

Properties
DFT total energy: -44147.818 eV
Lowest unoccupied orbital energy: 0.4 eV
ΔE to the lowest compared entry with this formula, charge and spin: 0.0 kcal/mol
HOMO: -9.38 eV
Charge: 0
Largest force on an atom: 2.9 eV/Å
SMILES: c1ccncc1.c1ccncc1.c1ccncc1.c1ccncc1.c1ccncc1.c1ccncc1.CC#N

A cluster of 2 separate species, C3H7O2S2 in total, computed with ωB97M-V/def2-TZVPD.

```
14
Properties=species:S:1:pos:R:3:forces:R:3:lowdin_charge:R:1
O 0.0958 -1.4675 -1.1483 0.04 0.02 -0.04 -0.12
C 1.0834 -0.7986 -1.5461 -0.07 -0.05 -0.10 -0.80
O 1.8469 -0.0863 -0.8622 0.16 0.05 0.04 -0.11
C 1.3942 -0.8681 -3.0567 -0.13 -0.23 -0.20 -0.06
H 2.4303 -1.1692 -3.2106 0.11 0.02 0.05 0.05
H 0.7423 -1.5887 -3.5570 0.01 0.08 0.04 0.05
H 1.2700 0.1082 -3.5286 -0.02 0.08 0.10 0.05
C 0.2576 -0.6969 1.8721 0.34 0.10 0.15 -0.50
S -1.2920 0.2194 1.8893 -0.13 0.08 -0.09 0.32
S -1.0226 1.5662 0.3481 -0.06 -0.12 0.36 0.30
H 0.4124 -1.1163 0.8801 -0.03 -0.08 -0.07 -0.02
H 0.1846 -1.4738 2.6363 -0.19 -0.05 -0.02 0.02
H 1.0943 -0.0483 2.1291 -0.05 0.06 -0.05 0.03
H -0.5828 2.5697 1.1290 0.02 0.04 -0.15 -0.22
```
Positions in Å, forces in eV/Å.

Properties
DFT total energy: -28991.712 eV
Lowest unoccupied orbital energy: 3.3 eV
ΔE to the lowest compared entry with this formula, charge and spin: 6.6 kcal/mol
HOMO: -4.19 eV
Charge: -1
Largest force on an atom: 0.4 eV/Å

A structure of composition C52H55N4O5S3Sb2Zr, computed with ωB97M-V/def2-TZVPD.

```
122
Properties=species:S:1:pos:R:3:forces:R:3:lowdin_charge:R:1
Zr -0.4039 0.1002 1.5320 1.93 -0.33 -0.97 1.59
O 2.0208 0.6487 4.6611 0.28 0.27 -0.09 0.20
C 1.7806 -0.0823 3.6234 0.01 -0.22 -0.20 -0.44
O 1.5559 0.4059 2.4903 0.11 -0.29 0.64 -0.13
C 1.9340 -1.5651 3.9791 -0.46 0.03 0.06 -0.06
O 1.0540 -2.4571 3.3502 0.07 -0.15 -0.03 -0.13
C -0.2663 -2.6464 3.8651 0.15 0.26 0.00 -0.03
C -1.0228 -1.4832 3.2637 -0.53 -0.42 0.35 -0.55
O -1.7524 -1.5307 2.2298 0.20 -0.09 0.22 -0.07
O -0.6409 -0.3309 3.6473 -0.12 -0.32 0.55 -0.20
H 2.0132 1.6058 4.4577 -0.01 0.00 -0.02 0.10
H 1.8943 -1.6412 5.0654 -0.02 0.00 0.08 0.16
H 2.9342 -1.8484 3.6468 0.08 0.02 0.02 0.14
H -0.2887 -2.6113 4.9545 -0.05 -0.01 0.05 0.16
H -0.6180 -3.6053 3.4986 0.00 -0.02 -0.02 0.15
N 0.4746 -1.5447 0.6919 -0.11 -0.19 0.24 -0.39
S 1.3012 -2.6028 0.0614 0.07 0.13 -0.19 0.86
N 2.3983 -2.1082 -1.0172 0.06 0.07 0.07 -0.34
S 1.9753 -1.2124 -2.2161 0.09 0.13 0.02 0.93
N 0.4775 -0.8031 -2.2451 -0.08 -0.14 -0.09 -0.35
S -0.1550 0.5727 -1.6952 0.17 -0.03 0.07 0.82
N 0.0537 0.9864 -0.2674 -0.50 -0.03 -0.82 -0.48
C -1.8343 0.1494 -2.1223 0.05 0.07 -0.07 -0.31
C -2.4225 -0.8175 -1.3156 0.09 0.07 -0.05 -0.10
C -3.7028 -1.2477 -1.6035 -0.08 -0.02 -0.02 -0.04
C -4.3769 -0.7251 -2.7029 -0.02 0.01 -0.01 -0.03
C -3.7625 0.2110 -3.5220 -0.08 -0.03 -0.02 -0.03
C -2.4773 0.6542 -3.2408 0.03 0.09 0.07 -0.07
C 0.4549 1.7910 -2.8058 -0.11 0.11 -0.07 -0.35
C 0.9425 2.9687 -2.2606 -0.03 0.05 -0.02 -0.08
C 1.4475 3.9340 -3.1197 0.02 0.05 -0.08 -0.03
C 1.4509 3.7143 -4.4913 0.00 0.02 0.03 -0.03
C 0.9700 2.5190 -5.0210 -0.02 0.01 0.00 -0.03
C 0.4746 1.5400 -4.1782 0.03 0.08 0.03 -0.08
C 2.2326 -2.0992 -3.6992 -0.03 -0.07 -0.02 -0.35
C 1.1956 -2.2403 -4.6121 0.09 0.01 0.05 -0.05
C 1.4278 -3.0044 -5.7456 0.02 -0.02 -0.06 -0.03
C 2.6662 -3.6036 -5.9393 0.00 -0.01 0.01 -0.02
C 3.6902 -3.4494 -5.0069 0.03 -0.02 -0.04 -0.03
C 3.4816 -2.6932 -3.8685 -0.03 -0.02 -0.01 -0.06
C 3.0850 0.1464 -2.2093 0.11 -0.09 0.07 -0.32
C 3.6421 0.6036 -3.3964 -0.04 0.08 0.01 -0.04
C 4.4585 1.7231 -3.3440 0.02 0.04 0.02 -0.03
C 4.7000 2.3525 -2.1291 0.00 0.00 0.02 -0.03
C 4.1308 1.8752 -0.9510 0.03 0.04 -0.01 -0.04
C 3.3135 0.7604 -0.9791 0.08 -0.05 -0.12 -0.07
C 0.3053 -3.8227 -0.7317 -0.12 0.01 -0.07 -0.34
C -0.9926 -4.0067 -0.2708 0.07 0.01 -0.03 -0.07
C -1.7690 -4.9912 -0.8631 -0.02 -0.04 -0.04 -0.04
C -1.2447 -5.7673 -1.8902 0.00 0.00 0.01 -0.03
C 0.0599 -5.5728 -2.3326 -0.01 -0.02 0.00 -0.03
C 0.8530 -4.5987 -1.7488 0.01 0.04 0.07 -0.05
C 2.4093 -3.5305 1.0789 0.01 -0.09 0.02 -0.32
C 3.6463 -2.9771 1.3917 -0.05 -0.03 -0.02 -0.08
C 4.5070 -3.7024 2.1980 0.02 -0.04 0.07 -0.05
C 4.1271 -4.9530 2.6782 0.00 0.00 -0.01 -0.03
C 2.8926 -5.4935 2.3427 0.03 0.00 0.05 -0.03
C 2.0192 -4.7826 1.5339 0.01 0.08 0.02 -0.05
H -1.8623 -1.2756 -0.5102 0.01 -0.06 0.12 0.07
H -4.1732 -1.9981 -0.9812 0.01 0.02 -0.01 0.12
H -5.3823 -1.0579 -2.9262 0.03 0.00 0.00 0.13
H -4.2830 0.6016 -4.3872 0.01 0.00 0.04 0.13
H -2.0078 1.3899 -3.8777 -0.05 -0.01 0.02 0.11
H 0.9322 3.1174 -1.1878 -0.02 -0.02 -0.04 0.08
H 1.8324 4.8623 -2.7170 0.00 -0.03 -0.02 0.13
H 1.8355 4.4779 -5.1563 -0.02 -0.03 0.02 0.13
H 0.9800 2.3535 -6.0907 0.01 0.01 0.03 0.13
H 0.1138 0.6007 -4.5770 0.01 0.01 0.00 0.11
H 0.2344 -1.7835 -4.4211 0.01 -0.04 -0.03 0.10
H 0.6407 -3.1310 -6.4775 0.02 -0.02 0.03 0.12
H 2.8383 -4.2028 -6.8242 0.00 0.03 0.01 0.13
H 4.6516 -3.9193 -5.1691 -0.04 0.01 -0.01 0.13
H 4.2655 -2.5697 -3.1292 -0.04 -0.01 -0.03 0.13
H 3.4525 0.0998 -4.3359 0.01 0.04 0.03 0.13
H 4.9154 2.0971 -4.2512 -0.01 -0.02 0.03 0.13
H 5.3462 3.2210 -2.0973 -0.01 -0.04 0.00 0.13
H 4.3368 2.3696 -0.0101 0.00 -0.01 -0.03 0.12
H 2.8615 0.3668 -0.0782 0.02 0.00 0.03 0.09
H -1.3733 -3.4006 0.5425 -0.02 0.02 -0.02 0.10
H -2.7808 -5.1611 -0.5182 0.02 0.00 -0.01 0.12
H -1.8535 -6.5400 -2.3420 0.01 0.03 0.00 0.12
H 0.4643 -6.1882 -3.1258 -0.02 0.01 0.03 0.12
H 1.8794 -4.4518 -2.0658 -0.07 -0.02 0.01 0.12
H 3.9372 -2.0146 0.9885 0.01 -0.04 0.01 0.11
H 5.4818 -3.3008 2.4427 -0.01 -0.01 0.00 0.12
H 4.8059 -5.5165 3.3055 0.00 0.01 -0.03 0.12
H 2.6122 -6.4748 2.7032 0.01 0.03 -0.01 0.12
H 1.0607 -5.2050 1.2594 0.04 0.01 0.02 0.12
C 0.9668 3.5605 4.6080 0.09 -0.14 -0.34 -0.28
Sb -0.6845 2.6627 3.5335 -0.35 0.66 0.88 1.36
C -1.6161 1.8838 5.2922 0.08 -0.08 -0.12 -0.28
C -1.8614 4.5023 3.6202 -0.13 -0.10 -0.27 -0.30
C -3.3426 4.2563 3.5739 0.10 -0.04 0.06 -0.30
C -4.0383 4.0375 4.7639 0.04 -0.01 0.01 -0.06
C -5.3913 3.7380 4.7657 0.00 -0.02 0.01 -0.06
C -6.0708 3.6463 3.5597 0.00 -0.01 -0.02 -0.06
C -5.3991 3.9024 2.3736 -0.02 0.01 0.00 -0.04
C -4.0436 4.2300 2.3602 0.00 0.11 -0.02 -0.31
C -3.3912 4.6132 1.0679 0.11 -0.05 0.12 -0.31
Sb -1.7993 3.3111 0.3182 -0.85 0.54 -0.08 1.31
C -2.9097 1.5311 1.0475 0.47 0.58 -0.18 -0.30
C -2.6816 3.4688 -1.6419 0.14 -0.06 0.02 -0.30
H 1.0750 3.0870 5.5839 0.01 0.00 0.01 0.03
H 0.6814 4.5974 4.7676 0.05 0.04 0.04 0.02
H 1.9144 3.5740 4.0629 -0.01 -0.02 0.03 0.02
H -1.6606 2.6833 6.0282 0.00 0.00 0.03 0.02
H -1.0468 1.0466 5.6869 0.02 0.01 0.02 0.01
H -2.6268 1.5572 5.0546 -0.01 -0.01 0.03 0.02
H -1.5080 5.1701 2.8341 0.00 0.03 0.08 0.05
H -1.5638 4.9088 4.5876 0.00 0.00 -0.04 0.07
H -3.5115 4.1242 5.7082 -0.03 -0.01 -0.04 0.11
H -5.9144 3.5873 5.7018 0.04 0.01 -0.04 0.12
H -7.1273 3.4084 3.5443 0.05 0.02 0.00 0.11
H -5.9458 3.8829 1.4363 0.02 0.02 0.04 0.12
H -2.9313 5.6031 1.1449 -0.03 -0.04 -0.02 0.07
H -4.1367 4.6621 0.2758 0.00 -0.01 -0.01 0.06
H -3.6640 1.2475 0.3181 0.04 -0.17 -0.04 0.03
H -3.3998 1.8287 1.9737 0.01 -0.13 0.10 0.02
H -2.3319 0.6124 1.2624 -1.15 0.04 -0.12 -0.09
H -3.6120 2.9057 -1.6883 -0.02 0.00 -0.03 0.02
H -2.0115 3.1622 -2.4394 -0.01 0.00 -0.01 -0.02
H -2.8988 4.5304 -1.7702 0.00 -0.03 0.02 0.02
```
Positions in Å, forces in eV/Å.

Properties
DFT total energy: -117848.490 eV
Lowest unoccupied orbital energy: -7.5 eV
ΔE to the lowest compared entry with this formula, charge and spin: 17.2 kcal/mol
HOMO: -14.02 eV
Charge: +3
Largest force on an atom: 2.2 eV/Å

The lowest DFT total energy belongs to which entry?
C52H55N4O5S3Sb2Zr